--- i ---
ORCA calculation (ωB97M-V with the def2-TZVPD basis set) on a gas-phase ion, C2H2NO2 (charge -1).

## Properties
Kohn-Sham gap = 8.14 eV
Structure (SMILES) = C=NC(=O)[O-]
LUMO = 4.4 eV
E_HOMO = -3.780 eV
M = 72.04 Da
Total charge = -1

Each line ends with the Löwdin charge.
CARTESIAN COORDINATES (ANGSTROEM)
C 0.70925 0.46401 0.86318  -0.10
N 0.51253 -0.27940 -0.13275  0.04
C -0.64185 -0.60295 -0.88372  -0.79
O -1.55950 -1.30238 -0.43025  -0.07
O -0.54169 0.00039 -2.05433  -0.16
H 1.65116 0.86579 1.19997  0.03
H -0.12989 0.85455 1.43791  0.05

=====

--- ii ---
ORCA calculation (ωB97M-V with the def2-TZVPD basis set) on 2 unconnected molecules or ions with the total composition C2H2NO2.

## Properties
Kohn-Sham gap = 8.80 eV
LUMO = 4.5 eV
E_HOMO = -4.284 eV
M = 72.04 Da
Total charge = -1

Each line ends with the Löwdin charge.
CARTESIAN COORDINATES (ANGSTROEM)
C 0.16451 -1.28483 1.15302  -0.10
C -0.14772 0.89821 -0.93781  -0.86
N 0.52662 -1.50106 2.21812  0.01
O -1.33829 0.76367 -1.05465  -0.09
O 0.76603 0.50119 -1.62171  -0.10
H -0.19813 -0.76956 0.22724  0.03
H 0.22697 1.39238 0.01579  0.09

=====

Most stable to least stable: ii, i

=====

--- i ---
ORCA calculation (ωB97M-V with the def2-TZVPD basis set) on C4H5ClO in the gas phase.

## Properties
Kohn-Sham gap (spin up / spin down) = 8.01 / 9.06 eV
LUMO (spin up / spin down) = -0.3 / 0.2 eV
E_HOMO (spin up / spin down) = -8.350 / -8.888 eV
M = 104.54 Da

Each line ends with the Löwdin charge.
CARTESIAN COORDINATES (ANGSTROEM)
C 0.44881 1.49557 -0.26112  0.00
C -1.11697 -1.06401 0.77785  -0.08
C 0.96507 0.19855 -0.61502  -0.76
C -0.05206 -0.95664 -0.21330  -0.21
O -1.30215 -1.09818 -0.63804  0.02
Cl 2.47176 -0.20123 0.25864  0.60
H 0.45725 1.81346 0.76313  0.06
H -0.23489 1.97274 -0.94114  0.07
H -1.24872 -2.01862 1.27318  0.11
H -1.53756 -0.20085 1.27651  0.11
H 1.14947 0.05922 -1.68068  0.10

=====

--- ii ---
ORCA calculation (ωB97M-V with the def2-TZVPD basis set) on C4H5ClO in the gas phase.

## Properties
Kohn-Sham gap = 9.71 eV
Structure (SMILES) = CC(=O)/C=C\Cl
LUMO = -0.1 eV
E_HOMO = -9.810 eV
M = 104.54 Da

Each line ends with the Löwdin charge.
CARTESIAN COORDINATES (ANGSTROEM)
C 1.71709 -0.65207 -0.52653  -0.03
C 1.13557 0.68415 -0.64173  -0.50
O 1.55441 1.73987 -1.10245  0.05
C -0.19935 1.07374 0.02621  -0.09
C -1.17588 0.39183 0.79360  -0.46
Cl -1.40407 -1.37487 0.66155  0.55
H 1.99862 -0.76438 0.58104  0.12
H 0.58567 -1.15248 -0.61512  0.08
H 2.56546 -0.57687 -1.32865  0.13
H -0.38063 2.07505 -0.10512  0.06
H -2.19974 0.88650 1.13185  0.10

=====

Most stable to least stable: ii, i

=====

--- i ---
ORCA calculation (ωB97M-V with the def2-TZVPD basis set) on a gas-phase ion, C3H8N3S (charge +1).

## Properties
Kohn-Sham gap = 6.87 eV
Structure (SMILES) = N/C=N\CC[NH+]=S
LUMO = -6.7 eV
E_HOMO = -13.612 eV
M = 118.18 Da
Total charge = +1

Each line ends with the Löwdin charge.
CARTESIAN COORDINATES (ANGSTROEM)
N 2.34440 -0.95302 0.07934  0.11
C 1.05232 -1.35876 -0.16578  -0.20
N 0.10027 -0.52544 -0.22512  -0.06
C 0.21367 0.81889 0.05145  -0.19
C -1.32390 1.12843 0.46367  -0.16
N -1.99658 0.13216 -0.31421  -0.50
S -3.42220 -0.58405 -0.03143  0.95
H 3.14830 -1.57702 -0.12506  0.13
H 2.58218 0.07952 -0.05931  0.13
H 0.93725 -2.41972 -0.16564  0.13
H 0.43967 1.49269 -0.83781  0.16
H 0.84101 0.99552 0.89859  0.11
H -1.55439 0.94308 1.59065  0.17
H -1.86806 1.93839 0.02573  0.12
H -1.49394 -0.11068 -1.18508  0.11

=====

--- ii ---
ORCA calculation (ωB97M-V with the def2-TZVPD basis set) on a gas-phase ion, C3H8N3S (charge +1).

## Properties
Kohn-Sham gap (spin up / spin down) = 7.62 / 5.79 eV
Structure (SMILES) = N/[NH+]=C/[NH+]=C\C[S-]
LUMO (spin up / spin down) = -5.2 / -6.0 eV
E_HOMO (spin up / spin down) = -12.866 / -11.771 eV
M = 118.18 Da
Total charge = +1

Each line ends with the Löwdin charge.
CARTESIAN COORDINATES (ANGSTROEM)
N 2.26230 0.84628 1.78345  0.10
N 1.00108 0.40371 1.32673  0.00
C 0.51993 0.33190 0.10852  -0.22
N -0.79459 0.58227 -0.04402  0.02
C -1.65687 0.12307 -0.93445  -0.03
C -1.36832 -1.26585 -1.46087  -0.57
S -0.15534 -2.22556 -0.52923  0.68
H 2.60964 0.56607 2.65169  0.09
H 2.97892 1.01587 1.10010  0.11
H 0.30669 0.71622 1.99604  0.17
H 1.05069 -0.13155 -0.85055  0.17
H -1.14020 1.47176 0.31801  0.19
H -2.37344 0.76789 -1.29885  0.12
H -2.25293 -1.97063 -1.67006  0.11
H -0.98757 -1.23144 -2.49653  0.08

=====

Most stable to least stable: i, ii

=====

--- i ---
ORCA calculation (ωB97M-V with the def2-TZVPD basis set) on C4H3NO2S in the gas phase.

## Properties
Kohn-Sham gap = 8.97 eV
Structure (SMILES) = O=C1ON=CC=CS1
LUMO = -0.6 eV
E_HOMO = -9.533 eV
M = 129.14 Da

Each line ends with the Löwdin charge.
CARTESIAN COORDINATES (ANGSTROEM)
O -2.32707 -0.82219 -0.10785  0.06
C -1.17444 -0.53795 0.10138  -0.71
O -0.14800 -1.21010 0.64961  -0.07
N 0.91107 -1.55962 -0.29234  0.08
C 1.92541 -0.77845 -0.28104  -0.12
C 1.87244 0.65722 0.07949  -0.14
C 0.80258 1.44527 0.29596  -0.42
S -0.85975 1.27119 -0.22774  1.00
H 2.81745 -1.38231 -0.79296  0.17
H 2.81771 1.08600 0.22254  0.08
H 0.98802 2.41641 0.75185  0.07

=====

--- ii ---
ORCA calculation (ωB97M-V with the def2-TZVPD basis set) on a molecular structure, C4H3NO2S.

## Properties
Kohn-Sham gap = 8.73 eV
LUMO = -0.8 eV
E_HOMO = -9.533 eV
M = 129.14 Da

Each line ends with the Löwdin charge.
CARTESIAN COORDINATES (ANGSTROEM)
C -1.12527 -0.01823 0.76410  -0.88
C 0.91904 -0.14713 0.84722  -0.01
C 0.58237 0.00810 -0.43592  -0.26
C 1.45482 0.01685 -1.47194  -0.19
H -3.63087 0.43362 0.17291  0.07
H 1.81338 -0.00466 1.62196  0.19
H 2.45438 0.11177 -1.11164  0.12
N -0.26029 -0.20856 1.57504  0.06
O 1.28288 -0.02429 -2.74038  0.02
O -0.78307 0.33803 -0.51269  0.10
S -2.70738 -0.50550 1.29133  0.78

=====

Most stable to least stable: i, ii

=====

--- i ---
ORCA calculation (ωB97M-V with the def2-TZVPD basis set) on C6H7N3O in the gas phase.

## Properties
Kohn-Sham gap = 8.84 eV
Structure (SMILES) = N#C[C@H]1N=C=COCCN1
LUMO = 0.6 eV
E_HOMO = -8.221 eV
M = 137.14 Da

Each line ends with the Löwdin charge.
CARTESIAN COORDINATES (ANGSTROEM)
N 2.06314 3.30578 1.06440  0.16
C 1.22524 2.71733 0.54629  -0.15
C 0.18811 2.02059 -0.21725  -0.35
N 0.62493 1.23210 -1.42458  0.14
C 1.29759 0.21204 -1.53773  -0.11
C 1.69358 -1.04444 -1.54819  -0.08
O 0.70826 -1.86294 -0.93609  -0.15
C -0.45601 -1.35136 -0.36101  -0.20
C -0.07120 -0.27722 0.69827  -0.13
N -0.65707 1.09118 0.43328  -0.02
H -0.54519 2.76498 -0.61620  0.16
H 2.56603 -1.57997 -1.94655  0.12
H -1.06789 -2.18485 0.14671  0.15
H -1.15083 -1.02769 -1.18721  0.13
H -0.46706 -0.43061 1.65021  0.08
H 1.03846 -0.21944 0.89436  0.15
H -1.54400 1.05352 0.03225  0.09

=====

--- ii ---
ORCA calculation (ωB97M-V with the def2-TZVPD basis set) on C6H7N3O in the gas phase.

## Properties
Kohn-Sham gap = 9.71 eV
Structure (SMILES) = NNC(=O)c1ccccn1
LUMO = 0.3 eV
E_HOMO = -9.364 eV
M = 137.14 Da

Each line ends with the Löwdin charge.
CARTESIAN COORDINATES (ANGSTROEM)
N -2.41532 -1.42840 0.29872  -0.01
N -2.53779 -0.12665 -0.19927  -0.03
C -1.57401 0.82712 -0.17069  -0.44
O -1.88749 2.00518 -0.23304  0.05
C -0.13594 0.37557 -0.02931  -0.21
C 0.77648 1.39338 0.16992  0.02
C 2.15563 1.02840 0.10873  -0.06
C 2.49298 -0.25246 -0.08121  -0.09
C 1.49890 -1.20371 -0.26228  -0.11
N 0.18052 -0.91378 -0.20904  0.10
H -1.83403 -1.98618 -0.36138  0.08
H -1.88724 -1.38107 1.21394  0.10
H -3.48623 0.22860 -0.16435  0.14
H 0.48180 2.44398 0.25044  0.12
H 2.88061 1.80069 0.29064  0.11
H 3.50033 -0.60223 -0.00109  0.10
H 1.79080 -2.20843 -0.62074  0.12

=====

--- iii ---
ORCA calculation (ωB97M-V with the def2-TZVPD basis set) on C6H7N3O in the gas phase.

## Properties
Kohn-Sham gap (spin up / spin down) = 7.78 / 7.78 eV
Structure (SMILES) = CC1(C)C(C#N)=NC=[N+]1[O-]
LUMO (spin up / spin down) = -1.2 / -1.2 eV
E_HOMO (spin up / spin down) = -8.955 / -8.950 eV
M = 137.14 Da

Each line ends with the Löwdin charge.
CARTESIAN COORDINATES (ANGSTROEM)
C -0.04632 0.55972 1.20046  0.02
C 0.27783 -0.30687 -0.00147  -0.47
C -0.18578 0.45326 -1.26108  -0.01
C 1.74468 -0.84164 -0.06191  -0.22
C 2.90512 -0.09795 0.00563  -0.17
N 3.81813 0.56243 0.16324  0.19
N 1.71435 -2.15164 0.01057  0.17
C 0.39540 -2.53915 0.07569  -0.04
N -0.47506 -1.51907 0.01494  -0.21
O -1.72402 -1.64028 -0.06492  -0.01
H -1.07604 0.75298 1.03634  0.07
H 0.64623 1.42387 1.05257  0.12
H 0.00881 -0.04676 2.06630  0.09
H -1.29339 0.69020 -0.96848  0.12
H 0.13327 0.01234 -2.26759  0.12
H 0.28179 1.46244 -1.24117  0.09
H 0.11574 -3.54229 0.23978  0.12

=====

Most stable to least stable: ii, iii, i

=====

--- i ---
ORCA calculation (ωB97M-V with the def2-TZVPD basis set) on C23H28N2O4 in the gas phase.

## Properties
Kohn-Sham gap = 8.55 eV
Structure (SMILES) = COc1ccc(CCNC(=O)[C@@H]2CC(=O)N(CCc3ccccc3)C2)cc1OC
LUMO = 0.7 eV
E_HOMO = -7.856 eV
M = 396.49 Da

Each line ends with the Löwdin charge.
CARTESIAN COORDINATES (ANGSTROEM)
C 6.32333 2.88892 1.47896  -0.09
O 5.08986 2.30379 1.80701  -0.07
C 4.57431 1.36747 0.96139  -0.20
C 5.16983 0.93207 -0.20799  -0.01
C 4.56212 -0.04167 -0.98784  -0.05
C 3.34841 -0.59034 -0.61875  -0.25
C 2.70669 -1.63570 -1.49080  -0.13
C 2.01519 -1.00457 -2.70544  -0.16
N 0.76756 -0.38348 -2.32284  0.09
C -0.37276 -0.59472 -3.00482  -0.47
O -0.42736 -1.27028 -4.01277  0.06
C -1.64151 0.00972 -2.39677  -0.17
C -1.42975 1.28895 -1.59116  -0.03
C -1.18479 0.79360 -0.17362  -0.48
O -0.69800 1.42202 0.74361  0.06
N -1.59342 -0.48983 -0.11026  -0.04
C -1.65895 -1.23743 1.12248  -0.12
C -2.74820 -0.70001 2.06718  -0.12
C -4.07596 -0.65004 1.36841  -0.25
C -4.52937 0.53746 0.80752  -0.05
C -5.72160 0.57493 0.10567  -0.08
C -6.47618 -0.57642 -0.04234  -0.09
C -6.03564 -1.76334 0.51896  -0.08
C -4.84231 -1.79939 1.21790  -0.05
C -2.17939 -0.97212 -1.33955  -0.08
C 2.73517 -0.14429 0.55053  0.03
C 3.33186 0.81599 1.35129  -0.19
O 2.83558 1.28514 2.52256  -0.06
C 1.58213 0.81643 2.96378  -0.07
H 6.53588 3.59471 2.28048  0.09
H 6.27522 3.42861 0.52676  0.10
H 7.12527 2.14387 1.43220  0.10
H 6.11751 1.33746 -0.52446  0.10
H 5.05221 -0.37686 -1.88991  0.11
H 1.97398 -2.21319 -0.92414  0.12
H 3.47414 -2.32112 -1.85411  0.12
H 2.67982 -0.26151 -3.16062  0.13
H 1.76843 -1.76028 -3.45520  0.12
H 0.78676 0.17889 -1.48686  0.12
H -2.35349 0.13288 -3.21393  0.15
H -0.61838 1.91912 -1.95255  0.13
H -2.34033 1.89275 -1.57823  0.13
H -1.85326 -2.28150 0.86927  0.13
H -0.68985 -1.16455 1.62629  0.12
H -2.45712 0.30048 2.38921  0.11
H -2.79656 -1.35005 2.94227  0.12
H -3.94204 1.43731 0.92470  0.12
H -6.06333 1.50455 -0.32568  0.10
H -7.40638 -0.54844 -0.58998  0.10
H -6.62339 -2.66308 0.41089  0.10
H -4.50200 -2.72780 1.65479  0.11
H -1.86767 -2.00142 -1.53824  0.14
H -3.27505 -0.94446 -1.28835  0.12
H 1.78618 -0.56973 0.83944  0.10
H 1.39857 1.32680 3.90773  0.10
H 1.60044 -0.26554 3.13966  0.09
H 0.78758 1.06923 2.25631  0.06

=====

--- ii ---
ORCA calculation (ωB97M-V with the def2-TZVPD basis set) on C23H28N2O4 in the gas phase.

## Properties
Kohn-Sham gap = 6.99 eV
Structure (SMILES) = Cc1ccc(C)c(OCCC(=O)OCC(=O)N2CCN(c3ccccc3)CC2)c1
LUMO = 0.2 eV
E_HOMO = -6.786 eV
M = 396.49 Da

Each line ends with the Löwdin charge.
CARTESIAN COORDINATES (ANGSTROEM)
C 0.63861 3.57917 -2.05964  -0.12
C 0.09592 3.10682 -0.87681  -0.29
C 0.77995 3.26980 0.30629  -0.06
C 0.07843 2.68060 1.46650  0.05
C -1.22839 2.00474 1.32981  -0.25
C -1.88937 1.78706 2.62989  -0.05
C -2.00207 2.03695 0.31420  -0.40
O -3.26745 1.63731 0.24855  0.07
C -3.94209 1.37601 -0.82701  -0.35
C -3.60068 0.38807 -1.60981  -0.12
C -3.73315 -0.93054 -0.83144  -0.22
O -4.61577 -1.79300 -0.56338  0.08
O -2.39511 -1.24347 -0.21698  -0.09
C -2.32283 -2.43405 0.53656  -0.12
C -1.02395 -3.21556 0.56117  -0.52
O -0.87615 -4.25232 0.20484  0.17
N 0.11264 -2.39354 0.73493  -0.09
C 0.20300 -1.00986 0.65486  -0.22
C 0.81053 -0.33180 -0.51370  -0.15
N 2.03862 -0.97512 -0.70940  -0.17
C 3.26987 -0.27326 -0.64533  -0.06
C 4.59512 -0.86936 -0.88440  -0.13
C 5.69849 -0.48444 -0.46601  -0.07
C 5.70807 0.92901 0.38724  0.07
C 4.37343 1.19576 0.99130  -0.13
C 3.30366 0.59857 0.55385  -0.06
C 2.03833 -2.26393 -0.93853  -0.14
C 1.41862 -3.03912 0.58748  0.02
C -1.43267 2.45732 -0.73111  0.09
H 1.18663 2.67019 -2.52936  0.12
H 1.39136 4.42389 -1.73060  0.13
H -0.17163 3.93900 -2.89436  0.13
H 1.68530 3.50756 0.46576  0.03
H 0.74740 2.82882 2.33042  0.12
H -1.32346 1.64478 3.58573  0.10
H -2.39118 0.79413 2.50668  0.09
H -2.65543 2.44785 3.00003  0.08
H -3.88721 2.20642 -1.41130  0.12
H -4.86820 1.11644 -0.41538  0.16
H -2.62062 0.36567 -2.04769  0.13
H -4.06369 -0.00177 -2.48355  0.15
H -2.46436 -2.06705 1.81461  0.20
H -3.09307 -3.28758 0.53943  0.15
H -0.82875 -0.45263 1.11669  0.17
H 0.89266 -0.92844 1.59346  0.16
H 0.74712 0.71190 -0.29435  0.08
H 0.02855 -0.75984 -1.34734  0.18
H 4.52370 -1.76629 -1.58490  0.12
H 6.60614 -0.79727 -0.86842  0.07
H 6.62321 1.27017 0.75845  0.04
H 4.38626 2.03899 1.44197  0.03
H 2.35516 1.13717 0.82627  0.10
H 2.99679 -2.90567 -1.34140  0.15
H 1.40726 -2.78858 -1.64721  0.10
H 1.24311 -4.08892 0.23450  0.13
H 1.99187 -2.73705 1.24670  0.02
H -1.88429 2.57304 -1.96550  0.20

=====

Most stable to least stable: i, ii